(1)
13
Properties=species:S:1:pos:R:3:forces:R:3:mulliken_charge:R:1 method="wB97M-V/def2-TZVPD" s_squared=2.017 orbital_gap_ev="8.232 / 6.840" relative_energy_kj_mol=162.46 homo_energy_ev="-7.382 / -9.280" charge=0 energy_ev=-17065.972 multiplicity=3
C -2.14274 -0.13805 -0.18785 -1.247 -0.067 0.819 -0.463
C -1.85102 1.09380 -0.00188 0.652 1.501 -1.411 0.874
C 0.61402 -0.14770 -1.14396 1.621 -0.131 3.254 -0.318
C 1.72021 0.26241 0.90771 1.730 -0.892 -0.946 -0.765
N 0.52800 -0.04470 0.13575 1.510 -0.033 -1.149 -0.185
O -1.47666 2.19677 -0.13589 -0.376 -0.202 0.668 -0.389
P -2.51963 -1.53366 0.63265 -0.344 -0.482 0.443 -0.076
H 1.64223 -0.22673 -1.58483 -1.239 0.284 -0.426 0.263
H -0.37120 -0.19015 -1.52778 -0.366 -0.397 -1.779 0.263
H 1.94196 -0.46831 1.70672 -0.648 0.419 -0.165 0.247
H 2.73602 0.35522 0.35437 -1.600 -0.150 0.222 0.248
H 1.48103 1.22823 1.28359 0.207 0.772 0.892 0.278
H -2.30223 -2.38711 -0.43860 0.099 -0.623 -0.422 0.025



(2)
13
Properties=species:S:1:pos:R:3:forces:R:3:mulliken_charge:R:1 method="wB97M-V/def2-TZVPD" orbital_gap_ev="6.485 / 5.945" relative_energy_kj_mol=500.43 homo_energy_ev="-14.273 / -13.844" charge=+1 energy_ev=-18605.484 multiplicity=1
C -1.43971 -1.35729 0.07538 -0.420 3.099 0.769 -0.017
C -0.07816 -1.15765 0.08596 1.353 -1.266 -0.328 -0.066
C -2.54649 -0.43066 0.05370 -0.267 0.066 -1.741 -0.269
C 2.27692 1.49796 -0.09793 -1.798 1.100 1.605 -0.538
N 0.46115 0.03670 0.04207 1.705 2.639 -0.770 -0.152
O 1.77543 0.16991 -0.24599 -2.277 -2.781 -0.076 -0.014
S -2.68230 0.99759 -0.78675 0.381 -1.339 1.159 0.064
H -1.80154 -2.28827 0.32137 -0.220 -2.437 0.216 0.363
H 0.50856 -2.06748 0.15441 0.462 0.099 -0.249 0.396
H -3.44688 -0.98372 0.40666 0.281 1.053 0.060 0.311
H 3.23110 1.74058 -0.51388 0.572 -0.966 -0.356 0.287
H 2.19884 1.66260 0.96364 0.813 0.239 0.556 0.333
H 1.54308 2.17972 -0.45866 -0.586 0.493 -0.845 0.303